The following is a DFT calculation (wB97M-V/def2-TZVPD) of a molecular structure, C34H52BN8S5Tl.

Each line ends with the Mulliken charge.
Positions of all 101 atoms, in Å:
C: 0.2203 -2.9515 3.4437  -0.807
H: -0.2715 4.4117 5.5218  0.395
H: 4.7005 1.0677 4.3755  0.441
N: 5.2958 -1.8028 -3.9273  -0.667
C: -2.4335 -3.5539 1.7305  -1.742
H: 4.5090 4.3611 0.6311  0.351
H: -4.1117 -0.9785 -3.7975  0.491
C: -4.4955 0.3198 2.6816  -1.703
H: -2.9635 -2.6303 1.9764  0.102
H: -5.5273 0.2098 2.3319  0.466
C: -5.1358 1.5817 4.7471  -1.903
C: -4.3342 1.6397 3.4391  2.557
H: 1.1927 5.6425 1.5912  0.398
H: -0.6481 3.7099 -3.3805  0.549
H: -1.7632 -3.0723 -0.8351  0.523
C: 2.3526 4.0698 0.6353  2.733
N: 1.2724 2.3799 2.0683  -0.532
H: 3.2135 0.8193 5.3166  0.299
H: -1.6874 -1.5182 0.0219  -0.063
H: 3.5869 5.6963 -0.0734  0.468
H: -4.2488 -0.5263 3.3258  0.334
H: -2.7761 3.9215 4.7061  0.425
C: 3.4555 2.6244 2.5423  -0.513
C: 4.5858 -1.6868 -3.0253  -0.098
N: 1.6236 1.5108 3.0497  1.691
S: 1.9922 -1.3986 -2.3721  -0.247
H: 0.9705 0.6640 5.0097  -0.195
N: 0.3785 -0.7519 3.4130  1.152
C: -0.9515 2.7186 4.4415  0.571
H: 0.2181 4.3176 0.9506  0.193
C: 1.3177 -1.9039 5.4969  -1.560
B: 0.5583 0.7118 3.8777  -1.120
H: -3.5098 1.3657 -3.2853  0.388
C: -0.2617 -4.5273 0.9240  -2.034
S: 3.2639 -1.2803 0.8226  -0.250
C: 4.1676 -1.4692 -0.6553  0.255
C: -3.5530 0.6312 -2.4807  -1.135
H: -0.2073 -2.3038 -0.5982  -0.012
H: -2.3727 -4.1629 2.6364  0.402
H: 0.9287 5.5159 -0.1605  0.380
H: 0.7563 -4.3000 0.5971  0.380
H: -2.2718 0.7045 -4.8901  0.291
H: 0.0094 1.3861 -5.6702  0.427
N: 6.7223 -1.7676 -0.3057  -0.673
H: -4.8134 3.7397 3.1222  0.319
C: -2.2971 3.0157 4.3648  -1.070
H: -0.2092 -5.1539 1.8189  0.351
H: -3.0102 -4.1027 0.9778  0.448
H: -3.8166 0.2853 1.8271  0.171
C: 0.1507 3.5194 5.0579  -1.363
H: 0.8905 3.8282 4.3186  0.036
H: -0.7595 -5.0993 0.1344  0.437
H: -4.7645 0.7755 5.3841  0.376
C: -1.0587 2.7119 -3.2086  -1.006
C: -3.3716 -0.7888 -3.0167  -0.794
H: 3.2624 2.7468 -0.8317  0.357
H: 1.5077 2.6880 -0.8091  -0.732
H: 0.6720 2.9411 5.8257  0.226
C: -2.8776 1.8792 3.7580  -0.349
C: 3.5966 4.9545 0.7315  -2.274
C: 2.9386 1.6311 3.3434  0.085
N: -1.9608 0.9671 3.5019  -0.800
H: 4.4849 2.9444 2.5042  0.411
H: 1.1941 -2.9022 5.9193  0.449
C: -1.4534 -0.0139 -4.9363  -0.755
H: -4.2690 2.8911 1.6679  0.261
H: 2.3283 4.0827 -1.5410  0.495
H: -1.7681 2.5087 -4.0119  0.439
H: -1.0832 3.0271 -1.0652  -0.313
H: 0.9197 -1.1759 6.1981  0.281
C: -1.0314 -3.2305 1.1899  3.187
C: 3.6679 -1.5202 -1.9263  0.250
C: 1.0925 4.9407 0.7577  -1.647
H: -1.5220 -0.5206 -5.9007  0.528
H: -3.5460 -1.5072 -2.2125  0.385
C: -0.3151 -2.4285 2.2536  -0.348
H: -6.1971 1.4011 4.5395  0.433
S: -1.7250 -1.2506 -3.6277  -0.028
H: 0.7113 -0.0626 -4.9313  0.357
Tl: 0.8754 0.2269 0.0854  0.811
S: 0.3036 1.4986 -3.2863  0.115
N: -0.7838 1.4875 3.9055  1.051
H: -5.0465 2.5200 5.3002  0.365
N: -0.2284 -1.1078 2.2461  -0.137
H: -5.9107 2.6145 2.2980  0.457
H: 3.6246 -0.2791 3.9917  0.128
C: 3.6566 0.7619 4.3206  -1.546
H: 2.3863 -1.7177 5.3906  0.140
C: -1.7627 2.6929 -1.8487  -0.277
C: 5.5899 -1.6271 -0.4774  -0.168
C: 0.6345 -1.8594 4.1648  0.213
C: -1.1788 -2.4747 -0.1278  -1.609
S: -2.3036 1.0753 -1.2397  0.195
H: 0.3034 -3.9841 3.7444  0.397
C: -4.8674 2.7931 2.5782  -1.706
H: -4.5376 0.7043 -2.0152  0.548
H: 3.6310 5.4816 1.6880  0.415
C: 2.3735 3.0369 1.7403  -0.385
H: -2.6204 3.3686 -1.8504  0.528
C: 2.3628 3.3569 -0.7209  -0.880
C: -0.0916 0.6732 -4.8485  -0.867

Results
E_tot = -3953.29035 Eh
LUMO energy = 3.60 eV
HOMO-LUMO gap = 4.5973 eV
Total charge = -2
F_max = 0.54 eV/A



The following is a DFT calculation (wB97M-V/def2-TZVPD) of a molecular structure, C12H30B2BaF8O6.

Each line ends with the natural charge from an NBO analysis.
Positions of all 59 atoms, in Å:
C: -0.8856 -0.6548 4.7580  -0.092
H: -1.4621 -1.4561 5.2203  0.174
H: 1.2784 -0.4939 4.6422  0.191
O: 2.2080 2.0029 -2.8656  -0.581
H: 3.9633 2.9897 -3.5771  0.185
H: 2.1984 2.3399 -4.8572  0.182
H: -2.5554 2.8693 -1.3350  0.187
H: -0.8423 0.1144 5.5290  0.178
H: -3.3441 -3.6681 -1.4244  0.189
F: 0.9224 3.8718 3.3535  -0.576
H: -4.2020 2.5183 -0.7828  0.183
C: 0.7361 -3.3700 3.5583  -0.279
H: 0.8430 -3.8906 2.6066  0.197
H: -0.1760 -3.8359 3.9314  0.167
H: -4.9913 -1.8332 -1.7968  0.176
C: 1.4811 2.4414 -4.0428  -0.247
H: 5.3125 1.6901 -2.0525  0.172
C: -3.1832 -3.0684 -0.5285  -0.261
O: 3.7906 0.6013 -1.1020  -0.593
H: -3.4206 -0.3460 4.0312  0.176
H: 4.1954 -0.9866 0.1496  0.184
H: 1.5742 -3.8694 4.0444  0.190
H: 3.5224 3.2509 -1.9275  0.190
C: 4.7689 -0.3817 -0.5527  -0.245
H: 4.4144 0.6269 -3.1810  0.191
C: 0.5427 -1.2982 4.6395  -0.092
H: -4.8519 0.2286 -2.8284  0.172
H: -2.9528 0.8616 2.7604  0.175
H: 0.5404 1.9019 -4.1530  0.198
H: -3.5242 -1.8176 -2.8442  0.205
H: -3.9822 2.7230 -2.4399  0.191
C: -4.0006 -1.4067 -1.9540  -0.074
H: -2.7024 1.2518 4.4336  0.177
B: 1.0201 -2.8429 -3.2852  1.309
F: 0.3964 -1.6320 -3.4918  -0.593
C: -2.7089 0.4216 3.7274  -0.240
C: -4.3414 0.1169 -1.8719  -0.081
O: -1.3957 0.0378 3.5868  -0.563
O: -3.2074 0.8748 -1.7303  -0.561
H: -5.0974 0.1680 -1.0883  0.170
B: 1.7644 3.8685 2.2496  1.311
H: 1.2184 3.4989 -4.0129  0.168
C: 3.5121 2.4978 -2.7154  -0.085
Ba: 0.2241 0.4055 -0.0168  1.938
H: -2.2547 -3.4170 -0.0764  0.187
C: 4.3403 1.2634 -2.2992  -0.078
O: -3.0790 -1.6623 -0.8310  -0.580
F: 1.4512 -2.7841 -2.0033  -0.589
H: -3.9334 -3.3567 0.2079  0.172
F: 0.9726 3.9364 1.1189  -0.595
H: 0.7500 -1.7529 5.6082  0.198
H: 5.3120 -0.9762 -1.2873  0.194
H: 5.5484 0.1802 -0.0383  0.180
F: 2.1262 -3.0451 -4.0419  -0.557
O: 0.5155 -1.9992 3.4182  -0.543
C: -3.4694 2.3220 -1.5657  -0.261
F: 2.5261 5.0251 2.2943  -0.564
F: 2.5065 2.7558 2.2542  -0.566
F: 0.0876 -3.8106 -3.5224  -0.562

Results
E_tot = -1801.03178 Eh
LUMO energy = -1.59 eV
Relative energy (zero: lowest compared OMol25 entry of this formula, charge and spin) = 739.7 kJ/mol
HOMO-LUMO gap = 8.7633 eV
Total charge = 0
F_max = 3.62 eV/A



The following is a DFT calculation (wB97M-V/def2-TZVPD) of a molecular structure, C31H50Cl2LaNOP.

Each line ends with the Mulliken charge.
Positions of all 87 atoms, in Å:
H: 4.2468 0.9129 1.9861  0.416
C: 2.4683 -1.4243 -4.9615  -0.965
C: -0.0654 -2.1387 3.3494  0.779
H: 3.2119 0.2119 -3.7765  0.040
C: 1.4588 -0.6097 -2.8064  0.063
H: -6.8759 -2.7059 5.5911  0.321
H: 3.0187 -3.6522 -2.3181  0.392
C: 0.9390 -2.5982 2.4157  -0.258
H: -5.4650 -3.0168 3.5910  0.352
H: -7.1744 -2.8237 3.1856  0.324
H: 5.7637 2.5303 0.7412  0.393
H: 3.3106 -3.6430 4.6018  0.342
C: 1.3648 -2.9401 5.1775  -0.368
H: -1.9442 2.3622 -5.4168  0.395
C: 5.0894 1.8424 0.2211  -0.680
H: 0.4891 -1.0493 -3.1096  0.526
H: 0.7101 -2.5678 1.3390  0.368
H: 1.7526 -1.9183 -1.0841  -0.388
H: 1.3589 2.1353 -3.3904  0.030
H: 3.4903 2.4432 1.5290  0.362
C: -4.5906 -0.5827 2.6281  0.548
H: -1.6359 1.3895 -3.2151  0.307
H: 1.9165 0.6367 1.0867  0.085
C: -0.2563 4.5062 -3.2468  -0.828
C: -5.0552 0.2018 4.9743  -0.868
H: 3.9486 0.6907 -2.0800  0.105
H: -0.5619 5.4196 -2.7232  0.404
C: 0.1001 3.4349 -2.2037  -0.606
C: -0.7295 1.6235 -3.7971  -0.723
H: 2.9261 -3.3761 2.1575  0.352
H: 3.0951 -1.1272 -5.8104  0.384
C: 2.3630 1.4969 -0.8616  0.490
C: 2.4356 -2.9167 -2.8824  -0.853
H: 1.5294 -3.0877 6.2368  0.338
C: 2.1427 -3.0998 2.8698  -0.488
La: -1.5757 -0.3731 0.7838  0.975
C: 0.1577 -2.4208 4.7475  -0.619
H: -3.3022 0.4551 3.7560  0.346
C: -6.6118 -1.8232 4.9905  -0.659
C: 3.9068 1.5082 1.1329  -0.945
C: -5.4431 -1.1089 5.6570  -0.542
H: -0.4567 0.6938 -4.3162  0.251
C: 2.3723 -3.2563 4.2468  -0.585
H: -6.1568 -1.5059 1.5419  0.273
H: -5.9652 0.7805 4.7477  0.317
H: 1.7218 0.5805 -4.6378  0.144
H: -2.0228 -1.4123 3.5923  -0.220
O: -3.7766 -0.6361 1.6525  -0.416
H: 1.9756 2.4911 -0.5743  0.383
H: -7.5004 -1.1742 4.9915  0.300
H: -0.2376 2.7960 -5.5478  0.322
H: 4.1747 -2.3801 -4.0403  0.302
C: -1.1900 -1.4137 2.8772  -0.922
C: 0.3990 2.0605 -2.8398  0.015
H: -2.3111 4.0207 -3.6742  0.326
H: 0.6446 4.7526 -3.8249  0.339
C: -1.0727 2.6955 -4.8412  -0.814
C: 2.2391 -0.2042 -4.0683  -0.172
H: 5.5274 2.5350 -1.7899  0.399
C: 4.6682 2.4728 -1.1120  -1.021
C: -6.2892 -2.2874 3.5597  -0.546
H: 1.4955 -1.7446 -5.3574  0.393
H: -0.6500 -2.1857 5.4445  0.236
P: 0.7830 0.7079 -1.5880  0.742
C: 3.5593 1.6815 -1.8028  -0.505
H: 3.2674 2.1885 -2.7354  0.222
H: 0.9733 3.7894 -1.6390  0.167
C: 2.7816 0.7537 0.4150  -0.668
Cl: -1.1672 -2.4124 -0.8566  -0.687
C: -1.3569 4.0662 -4.2160  -0.747
C: 2.2563 -1.6613 -2.0274  -0.140
C: -5.9822 -1.1562 2.5674  -0.928
H: -5.7325 -0.8577 6.6848  0.323
H: 5.6640 0.9289 0.0201  0.288
H: -0.7126 3.3406 -1.4653  0.277
H: 1.4402 -3.3425 -3.0639  0.335
H: -1.4742 4.8168 -5.0063  0.374
C: 3.1137 -2.6013 -4.2177  -0.647
H: -4.4374 0.7811 5.6605  0.425
Cl: -0.7464 2.0509 1.3456  -0.670
H: -6.6587 -0.3120 2.7687  0.383
H: -4.5741 -1.7784 5.7247  0.321
H: 3.0783 -3.4888 -4.8566  0.395
N: -4.2424 0.0388 3.7574  0.002
H: 3.2448 -1.2442 -1.7786  0.231
H: 4.3064 3.4939 -0.9333  0.370
H: 3.1200 -0.2588 0.1469  0.186

Results
E_tot = -2634.72715 Eh
LUMO energy = 2.12 eV
HOMO-LUMO gap = 3.6418 eV
Total charge = -1
F_max = 3.06 eV/A



The following is a DFT calculation (wB97M-V/def2-TZVPD) of 2 unconnected molecules or ions with the total composition C5H8ClN.

Each line ends with the Mulliken spin population.
Positions of all 15 atoms, in Å:
H: -0.3933 -2.0448 -1.9884  0.000
H: -0.1667 1.5022 0.1466  0.011
H: 0.1401 1.9302 -1.4567  0.000
C: 0.1070 -0.0988 -1.2261  0.000
H: -1.6662 -0.8804 -1.8524  0.000
C: -0.6724 -1.1105 -1.7182  0.004
N: 1.9252 0.2000 1.8073  0.198
Cl: 2.6424 2.3930 0.6316  0.180
H: 1.0873 0.1010 -0.8830  0.003
H: 1.9133 -1.2350 3.3639  -0.004
C: 1.6466 -0.9632 2.2479  0.777
C: -0.5101 1.2353 -0.9212  -0.006
C: 1.6574 1.3677 1.5227  0.798
H: -1.6130 1.3788 -1.1217  0.001
H: 1.4397 -1.7114 1.4747  0.037

Results
Multiplicity = 3
E_tot = -710.01498 Eh
LUMO energy (alpha / beta) = 0.90 / -1.78 eV
Relative energy (zero: lowest compared OMol25 entry of this formula, charge and spin) = 134.5 kJ/mol
<S²> = 2.0120
HOMO-LUMO gap (alpha / beta) = 7.2774 / 7.6143 eV
Total charge = 0
F_max = 6.80 eV/A



The following is a DFT calculation (wB97M-V/def2-TZVPD) of a molecular structure, C2H4N2S2.

Each line ends with the natural charge from an NBO analysis.
Positions of all 10 atoms, in Å:
H: -1.7916 -0.5536 -0.2612  0.115
C: 0.8704 -0.0329 -0.6489  -0.108
S: -1.2391 -1.6698 0.1320  0.126
N: 0.3347 1.1795 -0.5806  -0.161
H: -0.4922 1.0056 1.2136  0.361
S: 1.4065 -2.4555 0.6248  0.052
C: 0.4516 -1.2843 0.0578  -0.380
H: 1.7017 -0.1433 -1.3098  0.220
N: -0.5401 1.4912 0.3532  -0.604
H: -0.7019 2.4630 0.4191  0.379

Results
E_tot = -984.42375 Eh
LUMO energy = -0.79 eV
Relative energy (zero: lowest compared OMol25 entry of this formula, charge and spin) = 239.3 kJ/mol
HOMO-LUMO gap = 8.0427 eV
Total charge = 0
F_max = 3.47 eV/A



The following is a DFT calculation (wB97M-V/def2-TZVPD) of C5H7N3O in the gas phase.

Each line ends with the natural charge from an NBO analysis.
Positions of all 16 atoms, in Å:
H: 0.8826 -1.4281 -1.3277  0.207
C: -0.0794 1.1497 -0.4325  -0.023
H: -0.8196 -1.0427 0.7819  0.184
O: -2.9050 -0.7936 0.6005  -0.697
H: 2.0331 1.4492 1.4152  0.205
N: 1.0844 0.3731 -0.1634  -0.397
H: -1.5993 -1.4333 -0.8052  0.199
C: 2.0377 0.6254 0.7730  0.142
N: 2.6562 -1.1727 -0.2564  -0.268
C: -1.6048 -0.7322 0.0401  -0.114
H: 0.1406 2.1223 -0.8648  0.213
N: 3.0151 -0.2972 0.7265  -0.267
C: -1.3088 0.6702 -0.3988  -0.198
H: -2.0814 1.3600 -0.5468  0.222
H: -2.9500 -0.0533 1.2153  0.462
C: 1.4986 -0.7967 -0.7569  0.130

Results
E_tot = -434.16891 Eh
LUMO energy = 0.54 eV
Relative energy (zero: lowest compared OMol25 entry of this formula, charge and spin) = 198.0 kJ/mol
HOMO-LUMO gap = 10.3702 eV
SMILES = OC/C=C\n1cnnc1
Total charge = 0
F_max = 2.73 eV/A